(1)
Density functional theory data (wB97M-V/def2-TZVPD) for C32H48BCl2FeN8S as an isolated structure at a distorted geometry.

**Lowest unoccupied orbital energy (alpha / beta)**: -1.87 / -2.37 eV
**<S²>**: 6.011
**Multiplicity**: 5
**Frontier orbital gap (alpha / beta)**: 9.00 / 8.49 eV
**Total charge**: +1

Element x y z (Å)
H  4.927  -1.482  -0.599
H  3.431  -5.665  -2.362
H  -1.056  -2.802  -2.634
C  2.553  -5.759  -3.053
H  -2.015  -3.832  5.307
C  -1.554  -2.416  3.698
C  3.104  -2.122  2.258
H  -4.789  2.917  -0.215
H  -5.385  1.293  -0.518
Fe  0.080  -0.087  0.335
C  -4.471  1.853  -0.290
H  3.210  -1.292  2.944
H  4.538  3.335  1.670
H  3.120  3.729  2.586
H  0.537  1.353  2.535
H  5.235  -2.827  0.515
C  -3.473  -0.159  0.710
H  3.159  4.272  0.847
C  2.388  -2.385  -0.168
H  1.348  -2.086  0.055
H  4.902  0.915  1.551
H  1.518  3.832  -0.259
C  -2.405  2.066  0.899
Cl  2.830  -4.897  -4.556
C  4.834  -1.810  0.415
C  -0.476  -0.289  3.266
H  -4.429  -0.751  0.823
H  -2.855  -0.645  1.453
H  -2.033  -1.475  -1.946
H  1.545  4.401  -2.925
H  1.572  -1.310  -3.539
H  2.339  -6.785  -3.347
N  -1.206  1.586  0.666
H  2.661  -2.114  -1.226
H  -1.170  0.134  -5.377
C  -2.407  3.486  1.025
C  0.444  4.188  -3.047
C  -1.070  3.886  0.852
C  3.471  3.442  1.558
H  -0.004  4.947  -2.375
N  -0.318  2.823  0.691
H  5.403  -1.068  1.020
C  -0.992  -1.766  -2.336
C  -1.626  -0.538  -4.549
H  -3.818  1.841  -1.234
C  -1.949  -3.624  4.243
C  3.080  -0.161  0.916
H  0.091  1.315  4.288
B  1.040  2.773  -0.225
N  1.844  0.358  0.559
N  0.621  2.143  -1.615
C  -0.346  0.517  -2.866
H  -1.867  -5.451  1.340
C  0.223  2.744  -2.772
H  -0.688  1.922  -4.612
C  -0.612  -0.804  -3.490
H  -0.233  -1.645  -1.559
H  3.721  -2.955  2.504
H  0.867  -0.695  -5.072
H  2.460  -3.483  0.001
C  -1.097  -2.277  2.380
H  0.564  -2.370  -4.518
H  -3.284  4.111  1.046
C  -0.608  5.304  1.150
C  -4.423  1.671  2.254
C  3.349  -1.651  0.863
H  2.129  -2.622  2.440
H  -5.217  0.938  2.579
H  -3.052  -0.337  -0.321
C  -1.780  -4.563  1.968
C  0.640  -1.333  -4.196
H  -3.748  1.771  3.119
H  -2.437  0.076  -4.045
H  -2.090  -1.389  -5.067
N  -0.567  -1.038  2.166
N  0.271  0.728  -1.684
C  -0.400  1.785  -3.567
H  -0.988  5.570  2.138
C  -3.739  1.324  0.949
N  0.129  0.897  3.370
C  -1.321  -3.351  1.484
H  -1.007  6.037  0.458
N  1.949  1.769  0.505
H  0.480  5.421  1.231
C  3.081  2.069  1.153
H  -2.522  -5.617  3.791
C  -2.116  -4.691  3.347
H  -1.050  -3.169  0.435
H  -4.870  2.657  2.146
Cl  1.022  -5.084  -2.255
H  0.235  4.517  -4.071
C  3.835  0.915  1.314
S  -1.217  -0.961  4.676

(2)
Density functional theory data (wB97M-V/def2-TZVPD) for a 5-piece molecular cluster, C16H47N4O5 overall at a distorted geometry.

**Lowest unoccupied orbital energy**: -1.90 eV
**Multiplicity**: 1
**Frontier orbital gap**: 9.78 eV
**Energy above the lowest of the compared OMol25 structures with the same formula, charge and spin**: 3.332 eV
**Total charge**: +1

Element x y z (Å)
H  -0.514  -2.333  1.988
C  0.023  0.559  -3.304
C  -4.172  1.031  2.449
H  1.423  1.984  2.975
C  2.931  3.151  -2.517
H  2.479  0.223  0.955
C  2.471  -4.855  -2.021
C  -1.892  2.161  -3.957
H  -4.013  1.163  1.379
H  -0.811  -0.885  5.242
H  3.255  -4.097  -1.997
H  -1.167  2.679  -4.585
H  2.206  3.377  2.372
C  -2.714  -0.771  2.860
C  1.974  -0.461  -2.682
N  0.009  -2.020  1.183
H  1.458  -2.368  -0.803
H  -2.102  2.492  2.606
H  -1.532  -4.406  -0.599
H  2.479  3.084  -3.506
H  2.762  -0.519  -1.931
H  2.888  -5.686  -1.452
H  -2.623  2.877  -3.581
C  2.145  2.299  2.221
H  2.470  0.110  -3.467
H  3.135  1.963  2.529
C  -2.862  0.735  3.059
N  -0.961  2.373  -1.767
H  3.560  2.261  -2.549
H  3.687  2.240  -0.310
H  -1.078  1.476  3.157
H  -1.451  -2.694  -1.203
H  2.254  -3.560  0.301
O  2.076  2.852  -1.393
H  0.917  -1.921  1.613
C  -1.295  -3.369  -0.361
H  2.248  -5.270  -3.004
O  0.866  0.162  -2.179
N  1.676  0.664  0.528
H  -2.412  -1.437  5.442
H  -4.930  0.249  2.501
C  -1.204  1.370  -2.791
H  0.013  -4.000  1.132
O  -1.199  0.266  0.258
H  3.524  4.065  -2.541
H  -1.855  0.583  -2.411
H  0.702  2.494  0.635
C  2.749  2.779  -0.181
H  -4.614  1.881  2.969
H  -1.694  2.851  -1.262
H  1.807  -1.492  -2.991
H  -1.678  0.753  0.932
H  -0.300  3.034  -2.151
H  -2.630  -0.890  1.780
H  -2.760  0.878  4.134
O  1.247  -4.299  -1.466
H  -1.021  -2.591  5.103
H  -2.068  -3.052  0.338
H  -0.295  -0.282  -3.921
C  1.445  -3.385  -0.409
H  -0.832  0.852  -0.408
H  -0.548  -0.378  0.549
H  1.829  0.535  -0.462
C  0.049  -3.230  0.362
C  1.724  2.150  0.790
H  -2.396  1.472  -4.635
N  -1.811  1.536  2.464
O  -1.598  -1.458  3.460
H  0.619  1.247  -3.903
C  -1.505  -1.641  4.875
H  -3.550  -1.312  3.304
H  2.990  3.750  0.252

- What is the total charge in the first record?
  +1